{"formula": "C7H10N2O", "method": "the ωB97M-V functional and the def2-TZVPD basis", "homo_energy_ev": -10.09, "e_tot_ev": -12445.3714, "orbital_gap_ev": 10.5, "fmax_ev_per_a": 3.744, "total_charge": 0, "smiles": "C#CC[C@@]1(CC#N)CN1.O", "elements": ["O", "N", "N", "C", "C", "C", "C", "C", "C", "C", "H", "H", "H", "H", "H", "H", "H", "H", "H", "H"], "coordinates": [[2.71, 1.32, -3.05], [0.07, 5.28, 1.40], [-0.15, 4.98, 5.18], [1.45, 5.34, 1.90], [-0.15, 4.31, 4.21], [0.01, 2.27, 0.22], [0.71, 4.06, 1.84], [1.12, 3.03, 0.79], [0.14, 3.41, 3.10], [-0.94, 1.66, -0.23], [3.49, 1.00, -2.41], [-1.86, 1.28, -0.64], [1.86, 2.34, 1.23], [1.67, 3.55, -0.01], [0.02, 5.32, 0.38], [2.25, 5.48, 1.18], [1.60, 5.83, 2.86], [-0.78, 2.86, 2.86], [0.88, 2.68, 3.46], [1.86, 1.07, -2.66]], "nbo_charge": [-0.95, -0.58, -0.32, -0.25, 0.30, -0.03, 0.10, -0.49, -0.52, -0.23, 0.48, 0.25, 0.24, 0.25, 0.36, 0.20, 0.22, 0.26, 0.25, 0.48]}

=====

{"formula": "C12H18NOS", "method": "the ωB97M-V functional and the def2-TZVPD basis", "homo_energy_ev": -10.93, "e_tot_ev": -27099.0557, "orbital_gap_ev": 7.9, "fmax_ev_per_a": 5.090, "total_charge": 1, "smiles": "C[NH2+][C@]1(c2ccc(SC)cc2)OC1(C)C", "elements": ["S", "O", "N", "C", "C", "C", "C", "C", "C", "C", "C", "C", "C", "C", "C", "H", "H", "H", "H", "H", "H", "H", "H", "H", "H", "H", "H", "H", "H", "H", "H", "H", "H"], "coordinates": [[2.42, -0.89, -3.82], [-1.16, 1.21, 1.51], [0.25, -0.42, 2.52], [0.11, -0.18, -0.08], [0.54, -1.47, -0.50], [1.21, 0.69, 2.75], [1.35, 0.81, -1.96], [2.46, 0.67, -4.79], [-2.84, -0.31, 2.65], [-2.05, 0.09, 1.42], [1.70, -0.48, -2.30], [1.42, -1.59, -1.50], [-0.60, -0.03, 1.24], [0.54, 0.93, -0.81], [-2.93, 0.04, 0.19], [0.23, -2.40, 0.18], [-2.39, 0.00, -0.84], [0.80, -1.36, 2.48], [2.14, 0.26, 3.38], [-2.69, 0.13, 3.57], [1.80, -2.47, -1.77], [1.62, 1.01, 1.87], [2.83, 0.17, -5.73], [-3.60, -0.73, 0.12], [0.18, 1.98, -0.41], [-2.56, -1.43, 2.82], [-3.89, -0.10, 2.61], [-0.53, -0.51, 3.26], [1.63, 1.66, -2.44], [-3.58, 0.82, -0.04], [0.87, 1.57, 3.32], [1.49, 0.98, -4.67], [3.23, 1.36, -4.24]], "nbo_charge": [0.30, -0.47, -0.58, -0.20, -0.17, -0.43, -0.22, -0.72, -0.67, 0.21, -0.16, -0.22, 0.45, -0.16, -0.67, 0.21, 0.24, 0.46, 0.23, 0.24, 0.23, 0.24, 0.26, 0.24, 0.24, 0.22, 0.27, 0.46, 0.22, 0.25, 0.26, 0.22, 0.23]}

=====

{"formula": "C5H10N4", "method": "the ωB97M-V functional and the def2-TZVPD basis", "homo_energy_ev": -18.39, "e_tot_ev": -11288.7558, "orbital_gap_ev": 8.3, "fmax_ev_per_a": 7.863, "total_charge": 2, "smiles": "CC1=NC(=[NH2+])CC(=[NH2+])N1", "elements": ["N", "N", "N", "N", "C", "C", "C", "C", "C", "H", "H", "H", "H", "H", "H", "H", "H", "H", "H"], "coordinates": [[1.66, 1.02, 2.03], [-0.67, -0.44, -1.04], [0.96, -0.79, 0.89], [-1.17, 1.72, -1.64], [-0.66, 0.83, -0.85], [-0.04, -1.40, -0.23], [0.88, 0.52, 1.10], [-0.15, -2.85, -0.31], [-0.05, 1.42, 0.38], [2.10, 0.44, 2.64], [-0.79, -3.22, 0.56], [-1.32, -0.97, -1.71], [0.40, 2.45, 0.27], [-0.39, -3.27, -1.34], [0.87, -3.33, -0.10], [-0.90, 1.73, 1.13], [-1.02, 2.79, -1.52], [-1.58, 1.46, -2.52], [1.88, 1.90, 2.29]], "nbo_charge": [-0.65, -0.58, -0.45, -0.63, 0.60, 0.67, 0.50, -0.79, -0.59, 0.43, 0.35, 0.48, 0.31, 0.30, 0.35, 0.35, 0.48, 0.45, 0.43]}

=====

{"formula": "C7H7Cl", "method": "the ωB97M-V functional and the def2-TZVPD basis", "homo_energy_ev": -8.35, "e_tot_ev": -19890.3240, "orbital_gap_ev": 8.7, "fmax_ev_per_a": 3.652, "total_charge": 0, "elements": ["Cl", "C", "C", "C", "C", "C", "C", "C", "H", "H", "H", "H", "H", "H", "H"], "coordinates": [[-2.60, -0.45, -0.12], [0.69, -1.10, 0.11], [-1.53, 0.74, 0.53], [0.60, -2.18, -0.64], [1.20, 0.30, 0.20], [-0.77, 1.53, -0.44], [0.53, 1.33, -0.62], [0.32, -0.33, 1.23], [0.01, -3.03, -0.34], [1.11, 1.88, -1.34], [-1.94, 1.22, 1.41], [1.12, -2.25, -1.58], [2.26, 0.48, 0.37], [-1.31, 2.26, -1.04], [0.31, -0.41, 2.29]], "nbo_charge": [0.00, -0.02, -0.20, -0.38, -0.34, -0.29, -0.12, -0.18, 0.21, 0.21, 0.22, 0.20, 0.23, 0.22, 0.23]}

=====

{"formula": "C2H6N2O", "method": "the ωB97M-V functional and the def2-TZVPD basis", "homo_energy_ev": -8.75, "e_tot_ev": -7195.4964, "orbital_gap_ev": 9.1, "fmax_ev_per_a": 5.584, "total_charge": 0, "smiles": "[H]/N=C/N(C)O", "elements": ["O", "N", "N", "C", "C", "H", "H", "H", "H", "H", "H"], "coordinates": [[0.88, -1.44, -0.61], [-0.20, 1.88, -0.67], [-0.04, -0.43, -0.22], [-0.23, -0.21, 1.31], [0.05, 0.65, -1.04], [-0.55, -1.25, 1.66], [0.40, -2.48, -0.21], [-0.25, 2.45, -1.57], [-1.01, 0.62, 1.53], [0.71, -0.03, 1.85], [0.23, 0.25, -2.03]], "nbo_charge": [-0.55, -0.72, -0.16, -0.45, 0.25, 0.19, 0.46, 0.34, 0.25, 0.21, 0.17]}

=====

{"formula": "C31H50Cl2FeNOP", "method": "the ωB97M-V functional and the def2-TZVPD basis", "homo_energy_ev": [-2.79, -4.15], "e_tot_ev": -105221.5160, "orbital_gap_ev": [5.6, 7.0], "fmax_ev_per_a": 2.551, "total_charge": -1, "multiplicity": 6, "s2": 8.80, "elements": ["Fe", "Cl", "Cl", "P", "O", "N", "C", "C", "C", "C", "C", "C", "C", "C", "C", "C", "C", "C", "C", "C", "C", "C", "C", "C", "C", "C", "C", "C", "C", "C", "C", "C", "C", "C", "C", "C", "C", "H", "H", "H", "H", "H", "H", "H", "H", "H", "H", "H", "H", "H", "H", "H", "H", "H", "H", "H", "H", "H", "H", "H", "H", "H", "H", "H", "H", "H", "H", "H", "H", "H", "H", "H", "H", "H", "H", "H", "H", "H", "H", "H", "H", "H", "H", "H", "H", "H", "H"], "coordinates": [[-1.01, -0.65, -0.11], [-1.47, 0.44, -1.95], [0.08, -2.45, 0.51], [1.52, 0.76, -0.43], [-2.72, -2.31, -1.32], [-3.05, -3.47, 0.62], [-3.84, 1.97, 3.64], [-2.75, 1.19, 3.29], [2.87, -1.42, -1.48], [-3.51, -5.93, 0.51], [2.54, 0.04, -1.79], [-3.62, -4.62, 1.31], [0.04, 3.14, 0.10], [3.69, -2.08, -2.60], [2.47, 0.65, 1.16], [-4.65, 2.57, 2.66], [-4.51, -5.00, -1.69], [3.05, -1.92, -3.99], [-3.29, 1.58, 0.92], [-4.56, -6.07, -0.60], [4.05, 1.33, 3.55], [1.85, 4.78, -1.56], [-4.36, 2.37, 1.30], [1.84, 1.47, 2.29], [-3.42, -3.05, -0.61], [3.97, 0.95, 1.01], [2.53, 1.14, 3.62], [-4.73, -3.59, -1.17], [-0.47, 4.44, -0.52], [2.31, 3.45, -0.97], [0.66, 5.42, -0.83], [-1.33, 0.18, 1.52], [4.69, 0.65, 2.33], [2.61, -0.48, -4.28], [-2.44, 0.96, 1.91], [1.10, 2.52, -0.83], [1.81, 0.16, -3.14], [-1.01, 4.19, -1.44], [-4.42, -7.05, -1.08], [4.70, -0.43, 2.49], [4.27, 2.40, 3.52], [-4.99, 2.83, 0.54], [-5.50, 3.19, 2.95], [1.57, 4.62, -2.61], [2.76, 3.62, 0.02], [-5.50, -3.55, -0.40], [-2.13, -3.16, 0.95], [-2.50, -6.03, 0.10], [2.35, -0.42, 1.42], [-1.20, 4.90, 0.16], [2.69, 5.48, -1.57], [0.83, -0.33, -3.04], [1.96, 2.55, 2.08], [4.51, 0.94, 4.47], [-3.55, -5.05, -2.23], [1.02, 5.85, 0.12], [0.27, 6.26, -1.42], [2.19, -2.59, -4.07], [-0.74, -0.20, 2.38], [-5.29, -5.21, -2.44], [-0.78, 2.43, 0.27], [2.29, 0.11, 3.89], [-3.09, -4.74, 2.26], [-4.07, 2.12, 4.70], [4.41, 0.35, 0.20], [5.74, 0.96, 2.25], [4.69, -1.63, -2.61], [3.49, 0.14, -4.47], [3.77, -2.24, -4.75], [2.00, -0.46, -5.19], [3.41, -1.53, -0.53], [0.48, 3.36, 1.08], [3.47, 0.63, -1.83], [-3.65, -6.76, 1.22], [4.11, 2.01, 0.73], [3.08, 2.99, -1.60], [1.92, -1.96, -1.35], [-3.07, 1.41, -0.14], [1.60, 1.21, -3.39], [0.76, 1.26, 2.35], [-5.00, -2.93, -2.00], [-4.68, -4.41, 1.53], [3.82, -3.14, -2.37], [-2.11, 0.72, 4.05], [0.62, 2.41, -1.82], [-5.56, -6.06, -0.15], [2.11, 1.78, 4.40]], "lowdin_charge": [0.05, 0.06, 0.04, 1.06, -0.05, 0.07, -0.14, -0.08, -0.23, -0.19, -0.46, -0.18, -0.21, -0.20, -0.44, -0.14, -0.20, -0.21, -0.08, -0.22, -0.21, -0.21, -0.12, -0.21, -0.48, -0.21, -0.20, -0.11, -0.19, -0.21, -0.21, -0.26, -0.21, -0.20, -0.35, -0.46, -0.23, 0.11, 0.10, 0.11, 0.11, 0.09, 0.08, 0.11, 0.10, 0.12, 0.03, 0.12, 0.10, 0.11, 0.10, 0.06, 0.10, 0.10, 0.13, 0.11, 0.10, 0.11, 0.02, 0.11, 0.07, 0.11, 0.12, 0.09, 0.09, 0.10, 0.11, 0.11, 0.10, 0.10, 0.10, 0.10, 0.10, 0.10, 0.10, 0.10, 0.05, 0.04, 0.10, 0.08, 0.12, 0.11, 0.10, 0.10, 0.08, 0.11, 0.11]}

=====

{"formula": "C3H7ClN2", "method": "the ωB97M-V functional and the def2-TZVPD basis", "homo_energy_ev": -8.93, "e_tot_ev": -18726.2441, "orbital_gap_ev": 9.9, "fmax_ev_per_a": 0.622, "total_charge": 0, "smiles": "N[C@H]1C(Cl)[C@@H]1N", "elements": ["Cl", "N", "N", "C", "C", "C", "H", "H", "H", "H", "H", "H", "H"], "coordinates": [[-0.19, 1.47, 1.17], [1.49, 0.42, -1.35], [-1.26, -2.00, -0.71], [0.82, -0.55, -0.53], [-0.66, -0.71, -0.58], [-0.01, -0.22, 0.70], [1.39, -1.49, -0.42], [0.89, 1.19, -1.58], [-0.64, -2.76, -0.44], [2.24, 0.86, -0.83], [-1.18, 0.07, -1.14], [-2.08, -2.08, -0.13], [0.05, -0.89, 1.54]], "nbo_charge": [-0.05, -0.81, -0.81, -0.06, -0.07, -0.27, 0.20, 0.36, 0.36, 0.36, 0.21, 0.36, 0.22]}

=====

{"formula": "C30H43IN6O11S2SiV", "method": "the ωB97M-V functional and the def2-TZVPD basis", "homo_energy_ev": [-7.31, -7.36], "e_tot_ev": -126611.5276, "orbital_gap_ev": [6.9, 7.0], "fmax_ev_per_a": 1.164, "total_charge": 0, "multiplicity": 2, "s2": 0.77, "elements": ["I", "V", "S", "S", "Si", "O", "O", "O", "O", "O", "O", "O", "O", "O", "O", "O", "N", "N", "N", "N", "N", "N", "C", "C", "C", "C", "C", "C", "C", "C", "C", "C", "C", "C", "C", "C", "C", "C", "C", "C", "C", "C", "C", "C", "C", "C", "C", "C", "C", "C", "C", "C", "H", "H", "H", "H", "H", "H", "H", "H", "H", "H", "H", "H", "H", "H", "H", "H", "H", "H", "H", "H", "H", "H", "H", "H", "H", "H", "H", "H", "H", "H", "H", "H", "H", "H", "H", "H", "H", "H", "H", "H", "H", "H", "H"], "coordinates": [[1.80, 3.02, 2.07], [-0.10, -0.87, 0.63], [0.47, 1.46, -1.41], [-2.68, 2.33, 0.31], [-1.03, -3.81, 1.94], [3.47, -2.56, -0.39], [-1.03, -0.29, 1.91], [-1.07, -0.74, -1.18], [-1.29, 2.00, 0.65], [-0.11, -0.46, -3.17], [0.39, 1.17, 4.22], [1.29, -2.12, -0.15], [-3.26, 3.27, 1.25], [1.00, 0.48, -0.33], [1.52, 1.51, -2.47], [-3.50, 1.16, 0.04], [3.59, 3.00, -1.38], [-1.52, 2.31, 4.66], [-1.16, -2.55, 0.72], [4.46, 1.02, -0.58], [5.27, 3.04, 0.20], [1.55, -0.84, 2.02], [-3.18, -3.28, -2.90], [-2.44, 3.21, -1.23], [2.78, -0.92, 1.23], [-1.57, 3.36, -3.45], [-1.86, -2.82, -0.44], [2.54, -1.97, 0.13], [-0.18, -5.33, 1.26], [0.20, 0.03, -4.41], [-2.05, 5.36, -2.23], [0.01, -3.26, 3.40], [-2.64, -3.97, -0.66], [-2.43, -2.13, -2.71], [4.42, 2.34, -0.58], [4.10, -1.09, 1.97], [-0.80, 0.26, -2.21], [-0.67, 0.46, -5.31], [-0.33, 2.14, 4.03], [-2.01, 2.56, -2.39], [-2.11, 0.59, -5.11], [-1.82, -1.91, -1.50], [5.05, 0.09, 1.71], [-3.29, -4.19, -1.86], [-2.18, -0.41, 2.71], [-2.47, 4.59, -1.16], [-0.03, 3.27, 3.07], [-1.57, 4.74, -3.37], [-2.09, 1.03, -2.58], [-2.73, -4.20, 2.66], [5.41, 0.24, 0.22], [-2.71, 0.80, -3.94], [-1.22, 2.88, -4.35], [0.08, -6.00, 2.07], [1.08, -3.35, 3.22], [-2.76, 0.50, 2.60], [-2.83, 5.05, -0.25], [1.26, -0.07, -4.61], [-2.76, -1.26, 2.35], [-0.77, -5.88, 0.53], [-0.23, -2.27, 3.79], [-0.78, 3.29, 2.28], [-2.19, 2.97, 4.30], [-2.81, 0.68, -1.85], [-0.26, 0.71, -6.28], [5.71, 2.57, 0.98], [-3.88, -5.09, -1.99], [4.58, -1.99, 1.59], [-1.88, -0.56, 3.75], [-2.79, -5.25, 2.97], [2.80, 0.02, 0.68], [-1.21, 5.32, -4.21], [3.46, 3.99, -1.24], [3.94, -1.23, 3.04], [0.75, -5.01, 0.76], [1.48, 0.01, 2.59], [-0.22, -3.97, 4.20], [0.00, 4.22, 3.60], [-2.89, -3.59, 3.56], [5.12, 4.02, 0.31], [5.98, -0.06, 2.27], [-2.74, -4.71, 0.12], [-2.73, 0.54, -6.00], [2.82, 2.50, -1.86], [5.46, -0.75, -0.24], [1.47, -1.63, 2.66], [-1.86, 1.55, 5.22], [-2.08, 6.44, -2.17], [3.77, 0.54, -1.15], [6.39, 0.70, 0.10], [-3.66, -3.45, -3.85], [4.60, 1.01, 2.09], [-3.79, 0.92, -3.93], [-3.55, -3.99, 1.98], [-2.32, -1.44, -3.53]], "lowdin_charge": [0.97, 1.07, 0.95, 0.46, 0.44, 0.06, -0.35, -0.11, -0.41, -0.01, -0.01, -0.09, -0.33, -0.57, -0.46, -0.31, 0.21, 0.18, -0.12, 0.11, 0.20, 0.06, -0.08, -0.20, -0.28, -0.03, -0.25, -0.58, -0.15, -0.11, -0.07, -0.16, -0.04, 0.01, -0.47, -0.13, -0.41, -0.07, -0.64, -0.18, -0.10, -0.13, -0.17, -0.08, -0.10, -0.05, -0.54, -0.07, -0.16, -0.17, -0.14, -0.06, 0.11, 0.03, 0.03, 0.08, 0.11, 0.13, 0.09, 0.03, 0.03, 0.02, 0.11, 0.12, 0.11, 0.10, 0.10, 0.12, 0.08, 0.04, 0.09, 0.10, 0.12, 0.12, 0.04, 0.06, 0.05, 0.06, 0.03, 0.12, 0.12, 0.08, 0.11, 0.06, 0.13, 0.07, 0.11, 0.10, 0.16, 0.12, 0.10, 0.09, 0.13, 0.03, 0.09]}